The following is a DFT calculation (wB97M-V/def2-TZVPD) of C21H34N5NiO2Si as an isolated structure in a non-equilibrium geometry.

Summary:
- Energy: -3042.55259 a.u.
- Energy above the lowest of the compared OMol25 structures with the same formula, charge and spin: 16.1 kcal per mole
- Lowest unoccupied orbital energy: -2.80 eV
- HOMO energy: -9.5 eV
- Net charge: +1
- Gap between HOMO and LUMO: 6.69 eV

Structure (XYZ):
```
64
Properties=species:S:1:pos:R:3:forces:R:3
Ni -0.29626 -0.98933 0.50395 -0.19 -0.33 0.13
O 3.23204 0.66921 0.99016 -0.02 0.00 0.11
C 2.03503 0.63675 0.82045 -0.24 -0.17 -0.17
O 1.44823 -0.43496 0.28799 0.15 0.10 0.08
C -0.06052 1.79740 0.36416 0.21 0.03 0.06
C -0.65995 3.16432 0.60113 -0.17 0.09 0.02
C -1.95241 3.34929 0.87554 0.09 -0.07 0.03
C -2.82466 2.21574 1.08603 -0.13 0.26 -0.05
C -2.28492 0.98582 0.99999 -0.27 -0.20 0.08
N -1.00224 0.70926 0.65389 0.27 -0.20 0.02
H 0.03704 3.98555 0.48988 -0.04 0.02 -0.04
H -2.33910 4.35185 1.00634 0.00 0.01 -0.03
H -3.85812 2.34102 1.36895 0.01 0.00 0.04
H -2.91166 0.13531 1.26404 0.08 0.02 0.03
N 0.56419 -1.15787 -2.25824 -0.07 -0.73 0.10
C 0.05345 -2.51615 -2.63260 -0.06 0.09 -0.03
C -1.46768 -2.55509 -2.38774 -0.01 0.01 -0.02
C -1.97485 -2.94790 -0.98538 0.00 0.03 0.02
N -1.98644 -1.83758 0.02470 -0.19 -0.06 -0.08
C -1.19861 -4.13627 -0.43559 0.02 0.05 0.06
C 0.29873 -3.86182 -0.40847 0.00 -0.03 0.02
N 0.57084 -2.77853 0.57284 0.15 -0.06 -0.18
C 0.81349 -3.57102 -1.82459 -0.03 -0.08 -0.01
H 0.20181 -0.35460 -2.79650 -0.05 -0.09 -0.04
H 1.57956 -1.08495 -2.17602 -0.01 0.03 -0.07
H 0.20890 -1.09559 -1.29325 0.35 1.05 0.04
H 0.24731 -2.65561 -3.69428 0.01 -0.02 0.00
H -1.86806 -3.31844 -3.05785 0.00 0.01 -0.01
H -1.92368 -1.61460 -2.71155 0.02 0.01 0.01
H -3.01619 -3.24665 -1.12208 0.00 -0.04 0.00
H -2.41341 -2.21419 0.87066 -0.06 0.05 -0.02
H -2.61890 -1.10319 -0.28920 0.07 0.03 -0.02
H -1.39449 -5.00994 -1.05896 0.00 0.00 -0.02
H -1.55745 -4.38701 0.56711 0.01 -0.01 -0.01
H 0.82075 -4.76207 -0.07709 -0.02 -0.01 0.02
H 1.54633 -2.47195 0.54164 -0.01 -0.04 0.01
H 0.42592 -3.15792 1.50673 0.00 0.05 0.02
H 0.72082 -4.51330 -2.36884 0.03 0.01 -0.01
H 1.88248 -3.34156 -1.81047 0.00 0.02 0.01
C 1.03516 0.20939 3.70393 0.03 -0.03 -0.01
Si 1.22761 1.92009 2.95465 0.13 0.05 0.02
C 2.88348 2.62296 3.41019 -0.02 0.08 0.03
C -0.13744 2.99370 3.61795 -0.02 0.00 -0.04
N 1.16965 1.68149 1.17071 -0.06 0.00 -0.14
C 0.25714 1.77662 -1.14479 0.03 0.07 -0.01
C -0.81670 1.59692 -2.02041 0.00 0.04 0.02
C -0.62380 1.59025 -3.39709 -0.03 0.03 0.01
C 0.65754 1.75824 -3.92056 -0.03 0.02 -0.02
C 1.71977 1.98353 -3.05620 0.03 0.01 0.03
C 1.51832 2.01707 -1.67845 0.05 -0.10 -0.03
H 1.03316 0.27460 4.79412 0.00 -0.03 0.01
H 1.86196 -0.44554 3.41396 -0.03 0.01 0.00
H 0.09062 -0.24993 3.39490 0.00 0.02 0.02
H 2.91350 2.82904 4.48354 0.01 0.00 -0.01
H 3.06785 3.56141 2.88357 -0.01 0.01 0.00
H 3.69047 1.93781 3.15793 0.00 -0.02 -0.01
H 0.00814 3.02957 4.70226 -0.01 -0.01 -0.01
H -1.13034 2.58905 3.41936 0.00 0.01 0.01
H -0.10061 4.01478 3.24131 0.01 0.00 0.02
H -1.81540 1.48984 -1.61188 0.00 0.00 -0.01
H -1.47297 1.48327 -4.06222 0.02 -0.01 0.01
H 0.81543 1.75442 -4.99121 0.00 0.00 0.00
H 2.71312 2.15013 -3.45274 0.00 0.01 0.00
H 2.35706 2.20785 -1.02031 -0.01 0.02 -0.02
```
Forces are in eV/Å.

Charges obtained by Mulliken population analysis, quoted in units of e: Ni -0.43; O -0.63; C -0.57; O -0.66; C 2.10; C -1.58; C -0.43; C -1.37; C -0.15; N 0.66; H 0.60; H 0.48; H 0.44; H 0.51; N 0.97; C 0.32; C -1.20; C 0.21; N -0.55; C -1.63; C 0.42; N -0.47; C -1.47; H 0.21; H 0.56; H -0.41; H 0.38; H 0.53; H 0.33; H 0.42; H 0.30; H 0.52; H 0.47; H 0.44; H 0.28; H 0.39; H 0.37; H 0.52; H 0.42; C -0.94; Si -0.08; C -1.10; C -1.12; N 0.78; C -0.26; C -0.15; C -1.18; C -0.47; C -0.91; C -0.27; H 0.52; H 0.27; H 0.09; H 0.37; H 0.33; H 0.33; H 0.48; H 0.30; H 0.33; H 0.44; H 0.45; H 0.45; H 0.48; H 0.53

=====

The following is a DFT calculation (wB97M-V/def2-TZVPD) of a 7-piece molecular cluster, C21H34O15 overall in a non-equilibrium geometry.

Summary:
- SMILES string: O=C1OCCO1.O=C1OCCO1.O=C1OCCO1.O=C1OCCO1.CC(C)=O.CC(C)=O.CC(C)=O
- Energy: -1949.19793 a.u.
- Lowest unoccupied orbital energy: 0.58 eV
- HOMO energy: -9.3 eV
- Net charge: 0
- Gap between HOMO and LUMO: 9.89 eV

Structure (XYZ):
```
70
Properties=species:S:1:pos:R:3:forces:R:3
O 3.41703 -3.33293 1.90813 -0.63 -0.91 -0.21
C 2.32470 -3.79019 1.70665 0.25 1.00 -0.40
O 1.30040 -3.62816 2.57232 -0.12 -0.85 -1.12
C 0.10009 -4.15177 1.93837 -0.05 -0.67 1.40
C 0.59695 -4.89516 0.69855 0.42 -0.08 0.91
O 1.91802 -4.40184 0.54928 1.13 0.50 0.96
H -0.32972 -4.84444 2.68471 -0.04 0.32 -0.51
H -0.56063 -3.32056 1.80080 -0.28 0.13 -0.40
H 0.09764 -4.71927 -0.23150 -0.60 0.17 -0.26
H 0.66180 -5.95801 0.93363 -0.11 -0.09 -0.28
O -2.11878 3.40966 -0.72315 0.82 -0.16 -0.27
C -1.80515 2.86950 -1.75051 -0.66 0.54 0.86
O -0.58767 2.54446 -2.16688 1.39 -0.43 0.11
C -0.64618 1.65721 -3.32817 -0.98 -0.64 1.87
C -2.09333 1.84644 -3.71484 -0.42 -0.54 -1.08
O -2.70813 2.54936 -2.65877 -0.79 -0.31 -0.50
H 0.04403 1.97467 -4.05417 0.92 0.55 -0.76
H -0.45218 0.59662 -3.03637 0.05 1.13 -0.03
H -2.56558 0.87788 -3.79166 -0.28 -0.18 -0.20
H -2.23291 2.40761 -4.63645 -0.02 0.03 -0.06
O 1.03329 0.01912 -1.26261 -3.14 0.44 -0.41
C 2.08115 -0.14089 -0.81057 5.82 -1.21 1.15
O 3.22328 0.37051 -1.38751 -1.07 -0.20 0.83
C 4.41475 -0.18495 -0.76205 -0.54 1.39 -2.42
C 3.90684 -0.93004 0.42105 -0.16 -0.56 0.01
O 2.47807 -0.97430 0.25353 -0.87 0.81 -1.17
H 4.85173 -0.70940 -1.63209 0.22 -0.45 1.02
H 5.02528 0.68364 -0.55720 0.36 -0.03 0.42
H 4.13693 -0.44978 1.35094 -0.03 0.47 0.48
H 4.31114 -1.92922 0.47268 -0.23 -0.30 -0.05
O -1.40257 -1.57644 -2.40509 -0.07 -0.62 -1.76
C -1.28545 -1.17937 -1.30829 -0.25 1.13 2.09
O -0.73410 -1.89464 -0.28748 -0.68 0.40 0.11
C -0.79216 -1.10993 0.90652 0.48 0.32 0.48
C -1.45484 0.16703 0.55086 -1.69 2.06 -1.27
O -1.75429 0.03736 -0.88852 0.90 -1.13 0.66
H -1.32676 -1.55280 1.72837 -0.29 -0.78 0.00
H 0.18785 -0.85638 1.26256 0.67 -0.43 -0.03
H -0.82194 1.05126 0.71212 -0.22 -0.44 -0.30
H -2.44838 0.38601 1.00291 0.78 -0.41 0.01
C 1.73277 1.63326 4.57994 -0.39 0.97 0.21
C 1.02542 0.53657 3.79836 4.52 -0.07 0.86
C 1.83419 -0.75097 3.70215 1.09 0.41 -0.78
O 0.02453 0.74444 3.22470 -3.17 0.04 -1.30
H 1.69168 1.38634 5.63032 0.33 -0.44 0.51
H 1.09516 2.52400 4.53974 0.36 0.08 -0.37
H 2.79890 1.87336 4.31959 -1.12 -0.52 -0.06
H 2.81800 -0.64291 4.21758 -0.91 -0.19 -0.08
H 2.11491 -0.96495 2.63352 -0.64 0.25 0.91
H 1.27299 -1.58229 4.08658 -0.12 -0.46 0.16
C 2.67525 3.90255 -0.23900 -1.40 -1.37 -2.09
C 1.88710 3.06103 0.73851 -0.18 -0.73 0.75
C 0.52665 3.42232 1.24599 -0.70 -0.74 -0.91
O 2.32647 2.00737 1.15723 0.91 -0.41 -0.30
H 3.50149 3.29454 -0.63949 -0.17 0.31 0.41
H 3.01438 4.71170 0.34161 0.59 1.46 0.26
H 2.05143 4.21189 -1.16447 0.81 -0.16 1.79
H 0.10990 2.49941 1.74579 0.39 1.31 -0.51
H -0.02480 3.67908 0.33153 -0.45 -0.11 0.40
H 0.43816 4.27399 1.89805 0.32 0.42 0.30
C -5.16787 -0.48452 -4.03750 1.20 1.03 -0.26
C -5.74295 -0.91114 -2.71229 0.92 0.19 -0.79
C -4.76597 -0.80080 -1.57511 1.26 0.78 -1.72
O -6.86153 -1.33236 -2.65117 -0.86 -0.29 0.56
H -4.93358 0.60097 -4.02296 -0.62 -0.28 0.12
H -5.82727 -0.69562 -4.87106 0.02 -0.16 -0.02
H -4.13507 -0.85657 -4.18843 -0.62 -0.47 0.00
H -5.25928 -0.89252 -0.64335 -0.17 -0.27 1.01
H -4.23922 0.19279 -1.69819 -0.56 -0.98 0.46
H -3.97208 -1.55884 -1.80827 -0.69 0.45 0.64
```
Forces are in eV/Å.

Charges obtained by Mulliken population analysis, quoted in units of e: O -0.57; C 0.75; O -0.27; C 0.23; C -0.28; O -0.36; H 0.37; H -0.34; H 0.31; H 0.28; O -0.60; C 0.77; O -0.27; C -0.15; C -0.01; O -0.40; H 0.57; H -0.08; H -0.15; H 0.32; O -0.25; C -0.02; O -0.48; C -0.50; C -0.53; O 0.50; H 0.25; H 0.28; H 0.31; H 0.45; O -0.54; C 0.11; O -0.37; C 0.31; C -0.44; O 0.26; H 0.86; H -0.37; H -0.57; H 0.51; C -1.47; C 0.91; C -0.44; O -0.52; H 0.50; H 0.36; H 0.28; H 0.36; H -0.36; H 0.28; C -1.22; C 0.84; C -0.43; O -0.45; H 0.18; H 0.45; H 0.25; H -0.02; H 0.08; H 0.47; C -0.95; C 0.53; C -0.33; O -0.57; H 0.23; H 0.37; H 0.25; H 0.42; H 0.06; H 0.04

=====

The following is a DFT calculation (wB97M-V/def2-TZVPD) of a 7-piece molecular cluster, C21H35Br12F9O3S overall in a non-equilibrium geometry.

Summary:
- Energy: -33231.71223 a.u.
- Lowest unoccupied orbital energy: -0.26 eV
- HOMO energy: -9.5 eV
- Net charge: 0
- Gap between HOMO and LUMO: 9.27 eV

Structure (XYZ):
```
81
Properties=species:S:1:pos:R:3:forces:R:3
C 2.82508 -0.20073 -1.15838 0.23 -0.05 0.06
C 2.80806 1.00231 -2.25605 0.71 -0.15 -0.59
C 2.93439 0.37508 -3.79750 0.15 0.56 0.51
C 1.54998 2.03527 -2.19324 -0.15 1.16 -1.11
C 0.12120 1.40263 -1.70336 2.10 -1.47 1.44
O -1.05831 2.04386 -2.31997 -0.52 0.11 2.46
S -1.90767 2.70648 -0.95295 1.75 6.05 -1.05
O -2.04046 4.25174 -1.25430 -0.15 -6.38 0.80
O -3.43760 1.97567 -0.78895 -0.76 -0.42 -5.19
C -4.10883 1.75040 -2.07463 -0.26 0.32 -1.04
F -3.83836 2.76719 -3.11957 -0.37 -3.45 3.41
F -3.76274 0.42431 -2.69281 -1.11 4.14 2.13
C -5.74289 1.88472 -1.74326 0.42 2.80 0.85
F -6.07370 3.31500 -2.10349 0.63 -4.99 1.13
F -5.93282 1.79556 -0.27517 0.14 -0.18 -4.89
C -6.67778 0.87921 -2.63180 -2.83 1.69 -1.29
F -8.09462 1.37378 -2.45455 4.47 -1.60 -0.58
F -6.37829 1.01653 -4.09562 -0.78 -0.51 5.26
C -6.68068 -0.68862 -2.16175 0.11 -4.32 -0.70
F -8.03078 -1.21830 -1.79506 4.95 2.22 -1.12
F -5.73296 -1.02410 -1.07180 -3.43 1.51 -3.72
F -6.25468 -1.50509 -3.35927 -1.40 2.75 4.23
H 2.79531 -1.24585 -1.73124 -0.08 3.33 1.77
H 1.95425 -0.21008 -0.38136 1.48 0.27 -1.45
H 3.83070 -0.10569 -0.52313 -2.16 -0.47 -1.39
H 3.82018 1.61779 -2.10567 -2.40 -1.13 -0.27
H 3.57300 -0.62625 -3.79457 -1.35 2.22 -0.07
H 1.86400 0.17825 -4.23986 2.11 0.27 0.81
H 3.48090 1.20710 -4.44293 -1.23 -1.93 1.13
H 1.36291 2.44956 -3.29762 0.43 -0.90 2.32
H 1.86036 3.00107 -1.56675 -0.95 -2.20 -1.12
H 0.09267 1.53950 -0.51757 -0.06 -0.37 -2.52
H 0.11686 0.22170 -1.87681 -0.23 2.66 0.05
Br -5.00011 6.09705 -1.32506 0.07 0.26 0.07
C -6.60915 7.07808 -0.82357 0.11 -0.19 0.15
C -7.77481 6.70689 -1.71031 -0.22 0.24 -0.03
Br -7.63586 7.56738 -3.45530 0.01 -0.11 0.03
H -6.35858 8.14202 -0.85826 -0.16 -0.27 -0.08
H -6.80619 6.78956 0.21288 -0.07 0.05 -0.20
H -8.71406 7.07374 -1.28698 0.33 -0.03 -0.10
H -7.85819 5.63154 -1.89040 0.14 0.24 0.08
Br 2.65532 -2.78573 1.59939 -0.11 -0.04 -0.14
C 3.65767 -4.19593 0.69963 0.06 -0.01 0.17
C 4.54153 -3.63050 -0.38753 0.07 -0.14 -0.11
Br 3.50360 -3.17496 -1.97496 0.48 -1.64 -0.29
H 2.92747 -4.92222 0.33187 0.21 0.23 0.01
H 4.26143 -4.66028 1.48458 0.04 0.06 -0.18
H 5.26392 -4.37862 -0.72584 -0.19 0.18 0.16
H 5.07656 -2.72590 -0.08552 -0.17 -0.22 0.00
Br -10.51225 6.44297 0.58467 -0.10 0.05 0.21
C -11.39144 8.07234 1.19715 -0.20 -0.18 0.06
C -11.52391 9.07688 0.07635 0.01 0.27 0.03
Br -9.82556 9.96938 -0.27554 -0.07 -0.13 -0.07
H -10.81575 8.44528 2.04887 -0.12 -0.02 -0.30
H -12.37728 7.74982 1.54413 0.15 0.10 -0.10
H -12.21321 9.87856 0.35591 0.11 -0.19 0.01
H -11.85309 8.63349 -0.86748 0.10 0.02 0.29
Br 5.01955 -6.82731 4.29863 0.09 0.05 0.05
C 4.50412 -5.31108 5.41142 -0.20 -0.11 0.10
C 4.29413 -4.06787 4.57886 0.09 0.15 0.12
Br 5.99692 -3.27304 4.05589 -0.16 -0.07 -0.18
H 5.27889 -5.19689 6.17472 -0.16 0.08 -0.21
H 3.56977 -5.61580 5.89146 0.15 0.10 -0.11
H 3.78684 -3.29401 5.16176 0.06 -0.19 -0.08
H 3.73153 -4.25105 3.65924 0.13 -0.01 0.36
Br 7.53110 -5.88167 -0.70541 -0.01 -0.03 -0.04
C 7.44036 -5.66468 -2.64129 0.11 -0.24 0.01
C 8.29230 -4.50515 -3.10230 -0.04 0.18 -0.20
Br 7.41875 -2.79944 -2.73869 0.11 -0.08 0.04
H 6.38362 -5.55774 -2.90168 0.28 0.08 0.02
H 7.81713 -6.60640 -3.05055 -0.04 0.20 0.05
H 8.42441 -4.53067 -4.18759 -0.06 -0.07 0.20
H 9.27408 -4.46977 -2.62204 -0.30 -0.09 -0.06
Br 7.24721 -7.19811 8.95048 -0.06 0.05 -0.12
C 8.05829 -6.84550 7.21245 0.08 -0.23 0.10
C 8.98866 -5.65661 7.27404 0.07 0.16 -0.19
Br 7.99117 -3.98050 7.29503 0.09 -0.10 0.12
H 7.24026 -6.72028 6.49755 0.26 0.03 0.13
H 8.61237 -7.75619 6.96765 -0.06 0.21 0.02
H 9.61013 -5.60577 6.37562 -0.15 -0.07 0.13
H 9.63366 -5.65530 8.15707 -0.23 -0.08 -0.19
```
Forces are in eV/Å.

Charges obtained by Mulliken population analysis, quoted in units of e: C -0.39; C 0.36; C -1.08; C -0.70; C -0.36; O -0.26; S 0.68; O -0.52; O -0.22; C 0.74; F -0.23; F -0.30; C 0.40; F -0.24; F -0.26; C 0.48; F -0.28; F -0.24; C 0.69; F -0.22; F -0.21; F -0.24; H -0.25; H 0.13; H 0.30; H 0.30; H 0.27; H 0.23; H 0.32; H 0.26; H 0.27; H 0.35; H 0.24; Br -0.13; C -0.49; C 0.00; Br -0.13; H 0.37; H 0.32; H -0.18; H 0.22; Br -0.15; C -0.34; C 0.02; Br -0.13; H 0.44; H 0.23; H -0.49; H 0.45; Br -0.11; C -0.54; C -0.62; Br -0.12; H 0.37; H 0.33; H 0.36; H 0.37; Br -0.18; C -0.37; C -0.39; Br -0.10; H 0.19; H 0.37; H 0.37; H 0.04; Br -0.15; C -0.61; C -0.53; Br -0.11; H 0.34; H 0.37; H 0.34; H 0.36; Br -0.12; C -0.29; C -0.54; Br -0.14; H 0.02; H 0.37; H 0.33; H 0.38